# 1
# C12H24Cl2O22Pb2S5

A molecular structure, C12H24Cl2O22Pb2S5 at a distorted geometry (ωB97M-V/def2-TZVPD, the Open Molecules 2025 dataset).

- DFT total energy (Ha) = -5423.6975
- orbital gap (hartree) = 0.22186
- net charge = 0
- HOMO (eV) = -6.764

Last column: natural (NBO) charge in e.
Cartesian coordinates (Å):
Pb 6.41 31.91 -13.44  1.445
Pb 9.93 29.60 -13.66  1.476
Cl 10.39 31.57 -15.79  -0.805
Cl 8.92 31.92 -12.06  -0.765
O 4.86 30.55 -15.32  -0.906
C 5.16 29.15 -15.30  -0.105
C 6.24 28.61 -14.32  -0.066
O 7.31 29.46 -13.87  -0.997
H 5.69 28.94 -16.23  0.128
H 4.26 28.56 -15.48  0.158
H 6.80 27.77 -14.72  0.165
H 5.78 28.25 -13.41  0.111
C 12.42 33.54 -11.09  -0.111
C 13.75 32.91 -10.57  -0.090
O 14.12 31.98 -11.59  -0.680
S 13.20 32.13 -12.96  2.494
O 12.18 31.06 -12.99  -0.915
O 13.92 32.47 -14.17  -0.841
O 12.41 33.45 -12.50  -0.651
H 12.36 34.61 -10.86  0.214
H 11.66 32.91 -10.62  0.216
H 13.61 32.27 -9.70  0.201
H 14.61 33.54 -10.34  0.190
C 11.60 28.06 -7.39  -0.093
C 12.48 27.20 -8.19  -0.101
O 12.28 27.43 -9.58  -0.656
S 11.20 28.71 -9.90  2.449
O 10.05 28.28 -10.78  -0.840
O 11.91 29.93 -10.24  -0.864
O 10.68 28.76 -8.35  -0.680
H 12.09 28.78 -6.74  0.208
H 10.95 27.39 -6.83  0.209
H 12.34 26.15 -7.91  0.202
H 13.54 27.41 -8.05  0.195
C 6.58 26.60 -10.37  -0.098
C 5.89 25.70 -11.45  -0.100
O 6.82 25.47 -12.54  -0.677
S 8.33 25.75 -12.04  2.523
O 8.80 26.92 -12.72  -0.886
O 9.08 24.52 -12.11  -0.864
O 7.90 26.12 -10.49  -0.691
H 6.11 26.52 -9.39  0.213
H 6.64 27.64 -10.68  0.202
H 4.91 26.09 -11.70  0.212
H 5.75 24.68 -11.12  0.190
C 15.23 26.97 -13.65  -0.109
C 15.26 28.30 -12.88  -0.105
O 13.92 28.37 -12.33  -0.662
S 12.87 27.67 -13.41  2.478
O 12.15 28.68 -14.14  -0.920
O 12.11 26.57 -12.76  -0.830
O 14.04 27.04 -14.39  -0.643
H 15.17 26.21 -12.87  0.193
H 16.08 26.83 -14.30  0.222
H 15.37 29.16 -13.55  0.198
H 16.02 28.50 -12.13  0.220
C 9.52 28.76 -18.63  -0.093
C 10.98 28.17 -18.44  -0.114
O 10.79 26.94 -17.77  -0.662
S 9.49 27.08 -16.70  2.454
O 9.91 27.39 -15.30  -0.892
O 8.71 25.86 -16.94  -0.842
O 8.86 28.42 -17.42  -0.643
H 9.04 28.33 -19.51  0.182
H 9.60 29.80 -18.95  0.229
H 11.41 28.82 -17.68  0.200
H 11.58 28.29 -19.35  0.220

# 2
# C15H13Cl3N2O2S

A single C15H13Cl3N2O2S molecule at a distorted geometry (ωB97M-V/def2-TZVPD, the Open Molecules 2025 dataset).

- DFT total energy (Ha) = -2618.1490
- orbital gap (hartree) = 0.31394
- net charge = 0
- HOMO (eV) = -8.198
- SMILES string = COc1cc(NC(=S)Nc2cccc(Cl)c2Cl)c(OC)cc1Cl

Last column: natural (NBO) charge in e.
Cartesian coordinates (Å):
C -5.66 -0.58 1.60  -0.249
H -6.17 -0.68 0.65  0.184
O -4.57 0.32 1.52  -0.490
C -3.50 0.09 0.72  0.271
C -2.53 1.10 0.80  -0.230
C -1.36 1.09 0.08  0.078
C -1.12 0.03 -0.83  0.328
C -2.07 -0.98 -0.91  -0.311
C -3.23 -0.96 -0.15  -0.094
Cl -4.28 -2.33 -0.40  0.002
H -1.92 -1.80 -1.58  0.239
O 0.01 0.10 -1.58  -0.515
C 0.28 -0.94 -2.50  -0.256
H 0.39 -1.90 -1.99  0.184
H -0.50 -1.01 -3.26  0.180
H 1.22 -0.67 -2.97  0.209
N -0.47 2.16 0.21  -0.596
C 0.89 2.15 0.27  0.303
S 1.68 3.59 0.16  -0.225
N 1.44 0.93 0.51  -0.589
C 2.73 0.46 0.38  0.124
C 3.84 1.26 0.10  -0.237
C 5.10 0.69 -0.02  -0.178
C 5.29 -0.67 0.15  -0.243
C 4.20 -1.47 0.43  -0.084
C 2.93 -0.92 0.54  -0.014
Cl 1.58 -1.95 0.89  0.007
Cl 4.42 -3.17 0.63  0.029
H 6.27 -1.11 0.07  0.231
H 5.94 1.33 -0.24  0.223
H 3.71 2.32 -0.03  0.262
H 0.78 0.19 0.69  0.415
H -0.88 3.09 0.28  0.428
H -2.74 1.92 1.48  0.233
H -6.34 -0.12 2.32  0.196
H -5.35 -1.56 1.97  0.185

# 3
# C35H28N3O3RhSSi

A molecular structure, C35H28N3O3RhSSi (ωB97M-V/def2-TZVPD, the Open Molecules 2025 dataset).

- expectation value of S² = 6.055
- 2S+1 = 5
- DFT total energy (Ha) = -2538.6144
- orbital gap (alpha / beta) (hartree) = 0.25464 / 0.24039
- relative energy (zero: lowest compared OMol25 entry of this formula, charge and spin) (eV) = 2.7177
- net charge = 0
- HOMO (alpha / beta) (eV) = -7.392 / -8.296

Last column: Löwdin charge in e.
Cartesian coordinates (Å):
Rh -1.21 0.68 0.98  1.176
C 2.83 3.60 -5.24  -0.049
C 2.66 3.13 -3.82  -0.267
C 3.23 3.83 -2.76  -0.032
C 3.10 3.38 -1.46  -0.058
C 2.38 2.22 -1.22  -0.280
C 1.81 1.50 -2.26  -0.041
C 1.95 1.96 -3.55  -0.030
S 2.17 1.63 0.43  0.596
O 2.26 0.20 0.41  -0.294
O 3.02 2.41 1.28  -0.282
N 0.61 1.95 0.81  -0.195
C 0.17 3.21 1.08  -0.298
C 0.47 4.51 0.78  -0.012
C -0.50 5.58 0.86  -0.055
C -1.87 5.62 0.80  -0.032
C -2.82 4.55 0.66  -0.149
C -4.08 4.64 0.07  -0.006
C -4.79 3.48 -0.23  -0.046
C -4.20 2.22 -0.03  -0.114
N -3.02 2.07 0.55  0.026
C -2.45 3.22 1.04  -0.325
H 3.22 4.62 -5.27  0.074
H 1.88 3.58 -5.78  0.080
H 3.53 2.96 -5.78  0.086
H 3.80 4.73 -2.96  0.113
H 3.55 3.90 -0.63  0.111
H 1.29 0.57 -2.05  0.089
H 1.52 1.40 -4.37  0.114
H 1.46 4.78 0.44  0.101
H -0.05 6.56 0.84  0.105
H -2.30 6.62 0.75  0.109
H -4.48 5.61 -0.21  0.120
H -5.76 3.53 -0.70  0.102
H -4.68 1.32 -0.39  0.118
N -1.88 3.05 2.68  0.347
C -1.15 3.09 1.67  -0.371
O -1.35 -1.23 0.81  -0.473
Si -0.48 -2.61 0.91  0.500
C 0.53 -2.77 -0.66  -0.219
C 1.54 -3.72 -0.78  -0.090
C 2.26 -3.86 -1.96  -0.081
C 1.95 -3.06 -3.05  -0.087
C 0.93 -2.12 -2.96  -0.098
C 0.23 -1.98 -1.77  -0.108
C -1.73 -4.01 1.02  -0.223
C -1.42 -5.22 1.63  -0.096
C -2.35 -6.26 1.66  -0.088
C -3.59 -6.10 1.08  -0.095
C -3.92 -4.89 0.47  -0.091
C -2.99 -3.86 0.44  -0.091
C 0.59 -2.63 2.44  -0.227
C 0.00 -2.86 3.68  -0.100
C 0.75 -2.81 4.85  -0.089
C 2.11 -2.53 4.78  -0.090
C 2.71 -2.29 3.55  -0.077
C 1.96 -2.34 2.39  -0.092
H 1.79 -4.35 0.07  0.105
H 3.05 -4.60 -2.03  0.102
H 2.50 -3.17 -3.98  0.100
H 0.69 -1.50 -3.81  0.098
H -0.56 -1.24 -1.70  0.089
H -0.46 -5.36 2.10  0.102
H -2.09 -7.20 2.15  0.100
H -4.32 -6.90 1.10  0.099
H -4.89 -4.76 0.01  0.099
H -3.25 -2.92 -0.04  0.095
H -1.05 -3.09 3.74  0.104
H 0.28 -3.00 5.80  0.100
H 2.70 -2.49 5.69  0.100
H 3.77 -2.06 3.50  0.104
H 2.43 -2.12 1.44  0.085

# 4
# C3H6N4

A molecular structure, C3H6N4 at a distorted geometry (ωB97M-V/def2-TZVPD, the Open Molecules 2025 dataset).

- DFT total energy (Ha) = -336.8009
- orbital gap (hartree) = 0.33428
- relative energy (zero: lowest compared OMol25 entry of this formula, charge and spin) (eV) = 4.0365
- net charge = 0
- HOMO (eV) = -8.427

Last column: natural (NBO) charge in e.
Cartesian coordinates (Å):
C -2.26 0.02 0.00  -0.715
N 0.35 -0.96 0.15  -0.828
C 1.19 0.03 -0.02  0.522
C -1.01 0.53 0.55  0.610
N 2.53 -0.10 -0.32  -0.808
N 0.75 1.30 0.09  -0.428
N -0.41 1.42 1.12  -0.287
H 0.74 -1.87 0.32  0.370
H 2.77 -0.82 -0.98  0.383
H 3.03 0.77 -0.45  0.399
H -2.48 -0.96 0.42  0.260
H -3.07 0.73 0.19  0.249
H -2.13 -0.10 -1.08  0.272

Q: The lowest DFT total energy belongs to which entry?
A: C12H24Cl2O22Pb2S5

Q: What is the net charge in the fourth record?
A: 0